No. 1
Below is a structure of composition C28H28IN3O2PTi in a non-equilibrium geometry, with properties calculated with the ωB97M-V functional and the def2-TZVPD basis.

XYZ file:
```
64
Properties=species:S:1:pos:R:3:forces:R:3:nbo_charge:R:1
Ti -0.294410 0.160309 0.281768 3.128 -0.478 1.941 1.31
N -0.791765 1.932614 2.725020 0.276 -0.134 0.041 -0.88
P -0.437336 0.252454 2.749292 -1.314 0.439 1.047 1.11
C -0.148084 -0.070178 4.508083 0.449 -0.126 -0.269 -0.28
C -1.156297 0.219999 5.426010 -0.033 0.032 -0.049 -0.21
C -0.959235 -0.053252 6.767529 -0.037 0.027 0.017 -0.20
C 0.229482 -0.635782 7.191820 0.007 0.000 -0.045 -0.17
C 1.228236 -0.931690 6.277051 0.043 -0.041 0.075 -0.19
C 1.045376 -0.645802 4.932280 0.003 0.104 -0.062 -0.21
C -2.073985 -0.524561 2.496644 0.112 -0.233 0.118 -0.32
C -3.291697 0.146819 2.502016 -0.015 0.028 0.000 -0.20
C -4.459393 -0.545422 2.227370 -0.021 0.055 0.012 -0.19
C -4.419951 -1.905301 1.948614 0.046 -0.040 0.014 -0.18
C -3.209778 -2.584084 1.955817 -0.043 -0.059 -0.047 -0.18
C -2.038430 -1.894439 2.220841 0.062 0.155 0.133 -0.24
C -0.490169 2.744268 1.652387 0.078 0.237 -0.059 0.43
C -0.697944 4.125210 1.716544 -0.004 0.086 -0.038 -0.27
C -0.411555 4.891638 0.611026 0.007 -0.149 0.019 -0.10
C 0.091400 4.283736 -0.540785 0.022 0.014 -0.058 -0.26
C 0.289208 2.927615 -0.525432 0.146 0.188 0.067 0.09
N 0.002232 2.164148 0.547531 -0.272 1.227 0.434 -0.56
H -1.044403 2.402993 3.580519 -0.096 0.037 0.017 0.43
H -2.096704 0.642515 5.089842 -0.028 -0.053 0.038 0.22
H -1.739822 0.173316 7.481395 0.008 -0.003 0.002 0.23
H 0.372128 -0.863877 8.239461 0.006 0.005 0.001 0.23
H 2.149674 -1.389116 6.611385 0.004 0.012 -0.015 0.23
H 1.828049 -0.861368 4.215753 0.003 -0.035 0.015 0.23
H -3.331661 1.211901 2.693918 0.026 0.009 -0.036 0.22
H -5.404850 -0.019168 2.222101 0.000 -0.008 0.009 0.23
H -5.334212 -2.439370 1.726885 -0.006 0.010 0.008 0.23
H -3.180986 -3.645462 1.748729 0.017 0.009 -0.007 0.23
H -1.086658 -2.418231 2.243873 -0.021 -0.078 -0.071 0.22
H -1.098265 4.570984 2.616995 0.027 -0.024 0.019 0.23
H -0.571247 5.961004 0.633418 -0.023 0.001 0.028 0.24
H 0.315853 4.863060 -1.423763 0.058 -0.049 -0.010 0.24
H 0.710473 2.403665 -1.373505 -0.048 -0.026 -0.072 0.23
C 1.917785 -2.224710 -1.388251 -0.007 0.243 0.213 -0.61
C 2.252290 -1.412654 -0.123457 0.594 -0.303 -0.116 0.06
C 3.664732 -0.830317 -0.230253 -0.164 0.065 0.003 -0.60
C 2.167131 -2.343742 1.102821 -0.154 0.312 -0.204 -0.59
N 1.275062 -0.366773 0.053375 -0.514 -0.727 -0.277 -0.62
H 2.521630 -3.131860 -1.422209 0.019 0.014 -0.028 0.22
H 2.126892 -1.639349 -2.284934 -0.038 -0.001 -0.019 0.21
H 0.863704 -2.497847 -1.378698 -0.028 -0.084 -0.068 0.22
H 4.400829 -1.632521 -0.290612 0.020 0.010 0.011 0.22
H 3.882972 -0.210114 0.640144 0.058 -0.019 0.003 0.21
H 3.755410 -0.214366 -1.125888 0.007 0.025 0.016 0.21
H 2.882938 -3.161451 1.022709 0.003 0.010 0.015 0.22
H 1.157552 -2.757426 1.160696 0.031 -0.098 0.066 0.20
H 2.367912 -1.773451 2.011148 0.036 -0.053 0.034 0.20
I -1.032850 3.250597 -6.605131 -0.060 -0.210 0.214 0.19
C -1.391486 2.069610 -4.906370 0.086 0.215 -0.268 -0.13
C -0.392117 1.233151 -4.431358 0.064 -0.008 -0.020 -0.25
C -0.607071 0.514553 -3.266002 -0.233 -0.132 0.034 -0.13
C -1.815218 0.648595 -2.581048 0.050 -0.112 0.012 -0.19
C -2.822342 1.464067 -3.083487 0.017 0.004 0.077 -0.14
C -2.614558 2.169641 -4.255556 -0.087 -0.009 0.039 -0.24
C -1.867343 0.106302 -1.195636 -1.564 0.133 -1.570 0.71
O -2.243237 0.852172 -0.258361 -0.344 0.115 -0.356 -0.63
O -1.259556 -0.987695 -0.907134 -0.408 -0.607 -0.965 -0.64
H 0.549361 1.151169 -4.957120 -0.009 0.003 0.006 0.24
H 0.157763 -0.139197 -2.862580 0.032 0.011 -0.068 0.23
H -3.761826 1.544247 -2.552249 0.023 0.086 0.023 0.23
H -3.390232 2.814424 -4.644584 0.002 -0.023 -0.024 0.24
```
Forces are in eV/Å.

Summary:
Gap between HOMO and LUMO, eV: 8.06
Highest occupied orbital energy, eV: -11.215
Charge: +1

***

No. 2
Below is a cluster of 2 separate species, Cl2H2NOP in total in a non-equilibrium geometry, with properties calculated with the ωB97M-V functional and the def2-TZVPD basis.

XYZ file:
```
7
Properties=species:S:1:pos:R:3:forces:R:3:nbo_charge:R:1
N -1.954419 0.364648 0.826585 1.576 2.766 -2.219 -0.34
O 0.522091 0.625046 -1.205422 -0.692 0.584 -0.505 -1.03
P 0.634664 -0.128541 0.236061 -1.847 0.494 -0.553 1.16
Cl 2.355525 0.630089 0.966445 0.462 0.185 -0.197 -0.27
Cl 1.176084 -1.934173 -0.476178 0.474 -0.868 -0.065 -0.30
H -2.387521 -0.320329 1.343919 -1.323 -2.689 2.006 0.23
H -0.346424 0.763259 -1.691409 1.350 -0.472 1.533 0.54
```
Forces are in eV/Å.

Summary:
Gap between HOMO and LUMO (alpha / beta), eV: 8.09 / 8.09
Highest occupied orbital energy (alpha / beta), eV: -9.507 / -9.357

***

No. 3
Below is a structure of composition C18H40NbO11 in a non-equilibrium geometry, with properties calculated with the ωB97M-V functional and the def2-TZVPD basis.

XYZ file:
```
70
Properties=species:S:1:pos:R:3:forces:R:3:nbo_charge:R:1
C -2.071911 -6.227312 3.103838 0.360 -0.605 -1.055 -0.72
C -3.331581 -5.772184 2.441652 1.670 -1.569 -0.635 0.82
O -4.117830 -5.146195 3.019590 -2.845 2.297 1.799 -0.55
O -3.519486 -6.187402 1.171013 0.960 0.078 -0.634 -0.56
C -3.738691 -5.147220 0.194684 -0.557 -0.163 -0.734 -0.07
C -2.570836 -5.045819 -0.763773 0.531 -0.717 0.789 -0.42
C -1.201140 -4.623593 -0.230034 0.252 0.679 -0.958 -0.39
C -0.844762 -3.131737 -0.424891 -1.010 -0.272 0.478 -1.00
Nb -1.927616 -1.559766 0.795542 1.554 -0.805 -1.002 1.85
H -1.571011 -6.920168 2.443898 0.225 -0.414 0.017 0.20
H -2.265822 -6.675929 4.060197 -0.108 -0.039 0.434 0.23
H -1.419175 -5.377559 3.193849 0.183 0.528 0.273 0.26
H -4.575946 -5.485663 -0.401332 -0.424 -0.107 -0.089 0.17
H -4.044665 -4.218477 0.644245 0.186 0.342 0.495 0.23
H -2.443849 -6.058543 -1.133924 -0.061 -0.363 -0.238 0.19
H -2.834263 -4.456041 -1.624612 -0.263 0.509 -0.260 0.21
H -0.479833 -5.184050 -0.823550 0.259 -0.347 -0.008 0.17
H -1.024906 -4.914618 0.794855 -0.206 -0.146 0.431 0.19
H 0.207403 -3.032422 -0.159670 0.293 0.372 0.237 0.22
H -0.908645 -2.854981 -1.473598 -0.054 -0.055 -0.393 0.21
H -0.559812 -1.288290 2.011623 -0.294 0.132 0.439 -0.44
H -2.592004 -2.774003 2.013730 -0.012 0.156 0.356 -0.45
H -3.460148 -1.773995 -0.220887 -0.412 0.028 0.344 -0.45
H -1.288009 -0.200687 -0.274554 0.084 0.496 0.133 -0.47
H -2.899831 -0.280457 1.705127 -0.338 -0.022 -0.242 -0.41
C 5.324425 -6.470455 -1.862642 -0.222 -0.021 -0.098 -0.64
C 5.345796 -6.667664 -0.361185 0.352 -0.017 -0.203 -0.07
O 4.060696 -6.429098 0.222085 -0.035 -0.024 0.080 -0.49
C 3.171920 -7.415813 0.082660 -0.020 0.048 0.039 0.98
O 3.370846 -8.477291 -0.454938 -0.007 0.067 0.027 -0.66
O 2.033750 -7.025175 0.649106 0.046 -0.037 0.015 -0.48
C 0.955566 -7.954836 0.521834 -0.237 -0.113 -0.008 -0.25
H 4.931206 -5.483773 -2.110397 0.094 0.043 0.040 0.22
H 6.330276 -6.563790 -2.273533 0.017 0.019 0.036 0.21
H 4.685816 -7.208679 -2.345927 0.044 -0.068 0.045 0.23
H 6.015493 -5.942988 0.099039 -0.159 0.071 0.113 0.19
H 5.701314 -7.662673 -0.092322 -0.145 -0.058 -0.027 0.19
H 1.244508 -8.941803 0.877651 0.095 -0.007 -0.088 0.19
H 0.627559 -8.007316 -0.515144 0.064 -0.076 -0.016 0.19
H 0.136613 -7.583444 1.128917 0.101 0.205 0.022 0.20
C 1.603767 5.438703 1.484083 -0.217 0.076 0.018 -0.64
C 1.731730 4.102251 0.781126 0.302 0.196 0.027 -0.07
O 0.518456 3.349734 0.848169 0.015 -0.027 -0.035 -0.48
C -0.441513 3.726968 0.002985 -0.107 -0.080 0.079 0.99
O -0.355146 4.624716 -0.804607 0.009 0.029 -0.018 -0.69
O -1.500277 2.959923 0.208897 0.153 0.154 0.036 -0.46
C -2.645156 3.290428 -0.572078 -0.285 -0.136 -0.085 -0.26
H 1.258105 5.296538 2.509039 0.097 -0.044 0.023 0.21
H 2.564858 5.954051 1.502983 0.018 -0.032 0.002 0.21
H 0.880847 6.079642 0.980242 0.046 -0.012 -0.077 0.22
H 2.482937 3.491408 1.278933 -0.139 -0.144 0.031 0.19
H 2.041522 4.224340 -0.257063 -0.137 0.036 -0.037 0.19
H -2.399926 3.328154 -1.631375 0.067 0.079 0.013 0.19
H -3.061377 4.243826 -0.244565 0.076 0.051 -0.073 0.17
H -3.372699 2.502214 -0.401570 0.128 -0.087 0.114 0.22
C -1.194125 8.635079 -2.693065 0.067 0.309 -0.059 -0.64
C -0.472752 8.252594 -1.418385 -0.349 -0.384 -0.179 -0.08
O 0.722239 9.034356 -1.234666 0.072 0.077 0.083 -0.49
C 0.540341 10.273544 -0.791686 -0.010 -0.172 -0.009 0.98
O -0.511662 10.788774 -0.509488 0.086 0.042 -0.018 -0.65
O 1.741253 10.860119 -0.700619 -0.024 0.015 0.005 -0.50
C 1.695466 12.227628 -0.297099 0.087 0.158 0.056 -0.25
H -0.517729 8.569870 -3.546654 -0.011 -0.132 0.006 0.21
H -2.041283 7.970967 -2.861757 0.033 -0.052 0.020 0.22
H -1.563522 9.659547 -2.645670 -0.051 -0.025 0.072 0.22
H -0.147623 7.215377 -1.476282 0.205 0.065 0.083 0.22
H -1.119869 8.345109 -0.546909 0.055 0.173 0.025 0.19
H 1.132145 12.346084 0.626005 -0.095 -0.017 -0.051 0.20
H 1.256962 12.838424 -1.085467 -0.098 0.000 0.057 0.19
H 2.722615 12.541539 -0.131677 0.045 -0.141 -0.061 0.19
```
Forces are in eV/Å.

Summary:
Gap between HOMO and LUMO, eV: 6.80
Highest occupied orbital energy, eV: -4.693
Charge: -1

***

No. 4
Below is an isolated molecule of C5H3NO in a non-equilibrium geometry, with properties calculated with the ωB97M-V functional and the def2-TZVPD basis.

XYZ file:
```
10
Properties=species:S:1:pos:R:3:forces:R:3:nbo_charge:R:1
C 2.285506 -0.035882 0.567188 -0.063 -0.813 1.004 0.05
C 1.296779 -0.504604 1.249411 0.899 0.433 -0.576 -0.37
C 0.189601 -0.298687 0.486155 -0.287 -0.006 -0.091 0.12
C -0.116504 1.018414 -0.112036 0.564 0.001 0.067 -0.19
O -1.251485 0.774159 -0.956084 0.601 0.225 -0.202 -0.31
N -1.525784 -0.563434 -0.973137 0.338 0.094 0.157 0.03
C -0.728549 -1.196384 -0.181944 -0.106 0.030 0.169 -0.09
H 0.954810 1.195094 -0.536400 -1.787 0.231 -0.537 0.27
H -0.318972 1.881694 0.526819 -0.087 -0.325 0.053 0.25
H -0.785401 -2.270370 -0.069975 -0.073 0.130 -0.044 0.24
```
Forces are in eV/Å.

Summary:
Gap between HOMO and LUMO (alpha / beta), eV: 8.65 / 8.65
Highest occupied orbital energy (alpha / beta), eV: -10.079 / -10.079